(1)
Entry from the Open Molecules 2025 dataset: 12 unconnected molecules or ions with the total composition C15H54O12 at a distorted geometry (the ωB97M-V functional and the def2-TZVPD basis).

XYZ file:
```
81
Properties=species:S:1:pos:R:3:forces:R:3
C 1.82172 7.08819 -4.19593 0.5 -0.3 -1.4
O 0.50987 7.54565 -4.36603 -0.7 0.5 0.2
H 2.14746 6.62096 -5.12528 -0.1 -0.9 0.0
H 2.55837 7.89139 -4.17805 0.0 0.3 1.2
H 1.81512 6.35809 -3.38660 0.4 0.4 0.0
H 0.49648 8.09367 -5.15413 -0.2 0.0 0.0
C 0.35070 6.20540 2.96055 -0.7 -0.7 -0.5
O 0.36245 6.49108 4.33077 0.4 0.3 0.5
H -0.08840 5.21795 2.81824 -0.1 0.0 0.1
H -0.31782 6.93071 2.49677 0.2 -0.1 -0.7
H 1.34018 6.16196 2.50541 0.1 0.4 -0.1
H 0.48283 7.44348 4.33760 0.1 0.1 0.7
C -1.30308 -5.76836 3.63274 -0.7 0.7 0.2
O -0.75047 -5.21973 2.45816 0.8 -0.1 -0.3
H -1.70314 -6.74926 3.37605 0.0 0.1 0.3
H -0.62808 -5.79120 4.48828 0.4 -0.5 -0.2
H -2.07764 -5.06490 3.93820 -0.6 -0.4 0.3
H -0.27336 -4.43386 2.73451 0.1 0.1 -0.3
C -3.22337 -7.90658 -2.38988 0.4 0.4 0.6
C -3.08614 -6.43982 -1.86198 -0.3 -1.3 1.8
C -3.93256 -6.18276 -0.54481 0.3 -0.2 -2.1
O -1.70525 -6.32544 -1.52015 0.4 0.2 -0.6
H -4.16881 -8.16167 -2.86862 0.1 0.2 -0.1
H -3.04710 -8.62175 -1.58642 -0.3 0.2 0.5
H -2.35933 -8.13195 -3.01495 -0.3 0.3 -0.6
H -3.36858 -5.74625 -2.65399 0.2 0.2 0.0
H -4.97187 -6.09348 -0.86100 -0.2 -0.3 0.4
H -3.68671 -5.23246 -0.07088 0.3 -0.1 0.0
H -3.74682 -7.03501 0.10884 -0.3 0.2 0.2
H -1.56616 -6.03043 -0.61726 -0.3 0.1 0.0
C -0.99838 -0.29889 -0.25448 -0.5 -0.1 0.4
C -0.51493 0.56905 -1.40577 0.9 1.3 -0.6
C 0.69447 1.60509 -1.14296 -2.4 -0.5 1.5
O -0.16037 -0.09170 -2.56710 0.7 -1.9 -1.2
H -0.67829 0.06437 0.72210 0.1 -0.1 0.0
H -0.83734 -1.37341 -0.34141 0.7 0.1 -0.2
H -2.08464 -0.22206 -0.30155 -0.1 0.0 0.4
H -1.45415 0.97048 -1.78636 0.3 1.5 0.5
H 0.18397 2.43114 -0.64787 0.3 0.7 -0.4
H 1.25224 1.89327 -2.03399 -0.4 0.0 0.0
H 1.35569 1.26749 -0.34489 0.2 -0.5 -0.2
H 0.72611 -0.42965 -2.42028 0.3 -0.4 -0.4
C -3.77676 -2.11010 7.07023 0.9 -0.9 1.4
C -4.68703 -1.25703 6.26649 -0.4 -0.4 -2.9
C -4.19979 -1.17014 4.76228 0.4 0.6 1.3
O -5.92612 -2.00080 6.22861 0.0 0.1 0.6
H -2.69571 -2.04602 6.94643 0.0 0.7 -0.5
H -3.96980 -3.16514 6.87603 -0.4 0.0 -0.2
H -3.92292 -1.97698 8.14215 -0.3 0.0 0.1
H -4.85196 -0.24360 6.63236 0.1 -0.1 0.3
H -4.36143 -2.13450 4.28064 -0.2 0.2 -0.1
H -3.13811 -0.92690 4.71978 0.2 -0.2 0.1
H -4.65136 -0.31626 4.25726 -0.5 -0.4 -0.2
H -6.67508 -1.46454 5.95827 0.2 0.3 -0.1
C 8.16730 2.06418 -1.58016 -0.4 0.9 -0.5
C 6.82085 2.52791 -1.05045 0.1 0.1 -1.0
C 5.87637 3.29742 -1.99420 -1.1 -0.1 0.7
O 6.14605 1.38243 -0.51604 -0.4 0.7 0.1
H 8.07145 1.13117 -2.13550 0.2 -0.2 0.5
H 8.79171 2.09288 -0.68719 0.6 -0.8 -0.4
H 8.54728 2.79808 -2.29088 0.2 0.1 0.1
H 7.07043 3.26677 -0.28894 -0.2 -0.1 0.5
H 5.28062 3.90629 -1.31416 -0.1 0.4 -0.1
H 5.09001 2.72074 -2.48124 0.4 -0.6 -0.2
H 6.27920 3.97470 -2.74728 0.6 -0.2 0.2
H 6.69612 1.04335 0.19392 0.0 -0.1 0.1
O -1.59987 -2.59408 -5.57849 -0.2 0.0 -0.2
H -1.28280 -3.46613 -5.34346 0.1 -0.2 0.0
H -1.30496 -2.03063 -4.86310 0.1 0.2 0.2
O -2.36621 5.30928 -2.15150 -0.1 -0.1 0.3
H -1.87656 6.12204 -2.27757 0.2 0.2 -0.1
H -2.67324 5.07573 -3.02752 0.0 -0.1 -0.2
O 3.26298 -1.69121 -2.64628 -0.3 0.1 -0.1
H 3.65013 -1.03746 -2.06410 0.2 0.2 0.1
H 3.67271 -2.51642 -2.38668 0.1 -0.3 0.0
O -0.64300 2.83749 -5.97329 0.1 0.2 -0.1
H -1.58857 2.79590 -6.11614 -0.2 0.0 -0.1
H -0.49133 2.28326 -5.20775 0.1 -0.2 0.2
O 3.26180 0.95734 3.11080 0.0 -0.2 0.0
H 3.49621 1.38192 2.28557 0.1 0.1 -0.3
H 3.13653 1.68028 3.72554 -0.1 0.2 0.2
```
Positions in Å, forces in eV/Å.

As for the LUMO energy: 0.1 eV. The net charge is 0. The HOMO-LUMO gap comes out at 10.03 eV. For the molar mass, the calculation gives 426.585 g mol⁻¹. As for the energy above the lowest of the compared OMol25 structures with the same formula, charge and spin: 4.833 eV. The HOMO energy comes out at -9.92 eV.

---

(2)
Entry from the Open Molecules 2025 dataset: a molecular structure, C33H40As3Cl2N4OSeTa (the ωB97M-V functional and the def2-TZVPD basis).

XYZ file:
```
85
Properties=species:S:1:pos:R:3:forces:R:3
Ta 0.23655 0.33029 0.08078 0.0 -0.4 -0.2
C -3.46216 -1.99598 0.84992 0.0 0.0 0.1
As -2.05686 -0.78766 1.43867 0.0 0.1 0.0
C -3.20229 0.73661 1.82263 0.0 0.0 0.0
C -1.64022 -1.38598 3.25527 -0.1 0.0 0.0
C -0.79340 -2.64654 3.48272 0.1 0.0 0.0
C -1.16049 -3.76163 2.50041 0.0 0.0 0.0
C 0.71244 -2.37666 3.38268 0.0 0.0 0.0
As 1.47963 -1.74305 1.69933 -0.1 0.0 -0.2
C 3.09535 -0.93471 2.39938 0.0 -0.1 0.0
C 2.15907 -3.33899 0.82283 0.0 0.0 0.1
C -1.07992 -3.17152 4.90746 0.0 0.0 0.0
As -1.00542 -2.13138 6.61022 0.0 0.0 0.0
C 0.33799 -0.72573 6.30691 0.0 0.0 0.0
C -2.58673 -0.98198 6.40429 0.0 0.0 0.0
H -4.16978 -2.08723 1.67458 0.0 0.0 0.0
H -3.08639 -2.97467 0.58044 0.0 0.0 0.0
H -3.97204 -1.55428 -0.00281 0.0 0.0 0.0
H -3.95022 0.42903 2.55321 0.0 0.0 0.0
H -3.71039 1.03308 0.90554 0.0 0.0 0.0
H -2.63817 1.57747 2.21341 0.0 0.0 0.0
H -2.62761 -1.53181 3.70077 0.0 0.0 0.0
H -1.19848 -0.52717 3.76512 0.0 0.0 0.0
H -0.94848 -3.47971 1.46294 0.0 0.0 0.0
H -2.21801 -4.02047 2.56787 0.0 0.0 0.0
H -0.58651 -4.66342 2.72286 0.0 0.0 0.0
H 1.25392 -3.29764 3.61627 0.0 0.0 0.0
H 1.02176 -1.63646 4.11940 0.0 0.0 0.0
H 3.54015 -1.60472 3.13427 0.0 0.0 0.0
H 2.84366 0.01339 2.87240 0.0 0.0 0.0
H 3.80935 -0.75731 1.59735 0.0 0.0 0.0
H 2.77270 -3.91093 1.51758 0.0 0.0 0.0
H 2.76598 -3.05086 -0.03538 0.0 0.0 0.0
H 1.33433 -3.96539 0.48528 0.0 0.0 0.0
H -0.43345 -4.03502 5.08643 0.0 0.0 0.0
H -2.10109 -3.56820 4.92542 0.0 0.0 0.0
H 1.34231 -1.14708 6.27284 0.0 0.0 0.0
H 0.28736 -0.07496 7.18050 0.0 0.0 0.0
H 0.15668 -0.11331 5.42281 0.0 0.0 0.0
H -3.45832 -1.59349 6.16913 0.0 0.0 0.0
H -2.46817 -0.20192 5.65225 0.0 0.0 0.0
H -2.76922 -0.50745 7.36754 0.0 0.0 0.0
Cl 4.50330 2.51884 1.02190 0.0 0.0 0.0
C 4.29235 1.44261 -0.29012 0.0 -0.1 0.0
C 5.35854 1.18454 -1.17813 0.0 0.0 0.0
C 5.19399 0.32867 -2.22803 0.0 0.0 0.0
Cl 6.50924 0.02276 -3.29242 0.0 0.0 0.0
C 3.94563 -0.31506 -2.46443 0.0 0.0 0.0
C 3.66767 -1.17698 -3.53927 0.0 0.0 0.0
C 2.40100 -1.68732 -3.66028 0.1 0.0 0.0
C 1.42251 -1.35948 -2.71952 -0.1 0.0 0.0
N 1.63847 -0.57625 -1.66748 0.0 0.0 -0.1
C 2.89899 -0.05145 -1.56260 0.1 0.1 0.0
C 3.08845 0.82016 -0.48299 -0.1 0.2 0.1
O 2.01417 0.99159 0.30686 0.4 0.0 0.3
H 6.30843 1.67482 -1.01676 0.0 0.0 0.0
H 4.44155 -1.41649 -4.25574 0.0 0.0 0.0
H 2.13273 -2.33972 -4.47848 0.0 0.0 0.0
H 0.43359 -1.76605 -2.85375 0.0 0.0 0.0
C -2.66892 -4.20739 -2.21571 0.0 0.0 0.0
C -1.53250 -4.00728 -1.44291 0.0 0.0 0.0
C -1.06329 -2.72148 -1.22906 0.0 0.0 0.0
C -1.72108 -1.64283 -1.80568 0.0 0.0 -0.1
C -2.85694 -1.83348 -2.58296 0.0 -0.1 0.0
C -3.32960 -3.12204 -2.77717 0.0 0.0 0.0
N -1.17273 -0.32779 -1.61313 0.0 -0.2 0.0
N -1.44595 0.48536 -2.51986 0.0 0.2 -0.1
C -0.89295 1.75700 -2.35599 0.0 -0.2 0.0
C -1.07780 2.67003 -3.38315 0.0 0.1 0.1
C -0.50062 3.92711 -3.24552 0.0 0.0 0.0
C 0.24678 4.22307 -2.11374 0.0 0.0 0.0
C 0.44801 3.27063 -1.11120 0.0 0.0 0.0
C -0.12911 2.01032 -1.20369 0.0 0.1 -0.3
H -3.04003 -5.20961 -2.38173 0.0 0.0 0.0
H -1.01248 -4.85241 -1.01042 0.0 0.0 0.0
H -0.16651 -2.56202 -0.63757 0.0 0.0 0.0
H -3.36327 -0.98511 -3.02246 0.0 0.0 0.0
H -4.21828 -3.27967 -3.37301 0.0 0.0 0.0
H -1.65895 2.40015 -4.25459 0.0 0.0 0.0
H -0.62990 4.67065 -4.01964 0.0 0.0 0.0
H 0.69111 5.20455 -2.01123 0.0 0.0 0.0
H 1.06736 3.52805 -0.25929 0.0 0.0 0.0
Se 0.15742 2.79302 4.21615 0.0 0.0 0.0
C 0.00481 1.93153 2.76467 0.1 0.0 0.0
N -0.11121 1.30302 1.74291 0.0 0.2 0.2
```
Positions in Å, forces in eV/Å.

As for the LUMO energy: -7.5 eV. The net charge is +2. The HOMO-LUMO gap comes out at 5.23 eV. For the molar mass, the calculation gives 1064.290 g mol⁻¹. As for the energy above the lowest of the compared OMol25 structures with the same formula, charge and spin: 0.473 eV. The HOMO energy comes out at -12.76 eV.

---

(3)
Entry from the Open Molecules 2025 dataset: a molecular structure, C12H15NS at a distorted geometry (the ωB97M-V functional and the def2-TZVPD basis).

XYZ file:
```
29
Properties=species:S:1:pos:R:3:forces:R:3
C -0.35101 -3.22123 2.74860 1.5 1.5 2.0
C -1.43689 -2.49289 0.74768 -0.8 -1.3 -2.6
C -1.06017 -1.03832 0.67012 -0.7 3.5 1.6
C 0.39290 -0.60536 0.75344 -2.0 -1.3 -0.1
C 0.38623 1.94435 -0.58011 1.3 -5.1 -2.1
C -0.09945 3.12628 -0.56092 -1.5 8.9 -1.8
C -0.52832 3.83311 -1.76787 0.7 -0.8 -1.6
C -0.61088 3.01966 -2.94456 -0.9 -0.8 -0.1
C -0.02804 1.71927 -2.87270 0.9 -2.7 -2.8
C 0.57590 1.22055 -1.75501 -1.2 -0.9 0.0
C 1.16044 -1.67683 0.87092 6.4 1.3 -2.2
C 0.81550 -3.24222 0.62394 -1.0 0.5 -2.3
H -1.24835 -3.41994 3.23408 -1.8 -1.5 0.7
H 0.51323 -3.73129 3.36130 -1.6 0.6 -1.9
H -0.35905 -2.13652 3.12037 1.0 -0.7 -1.1
H -2.42185 -2.73832 1.10685 -0.4 0.7 1.1
H -1.70559 -2.73550 -0.34140 1.2 -0.4 1.1
H -1.44208 -0.43883 1.54625 -0.7 -0.5 -1.0
H -1.42716 -0.64038 -0.28306 -0.4 0.2 0.4
H 0.11245 3.80056 0.27991 -0.7 -0.6 0.2
H -0.60133 4.98507 -1.96304 -0.4 -2.4 1.2
H -1.28396 3.18811 -3.86178 1.6 0.5 1.4
H 0.15829 0.79517 -3.75168 -1.3 3.5 1.8
H 0.87934 0.14369 -1.73018 0.2 1.3 0.0
H 2.25314 -1.18050 0.57086 -1.8 -2.3 1.4
H 0.55696 -3.05989 -0.68895 0.9 -1.5 3.9
H 1.56836 -4.32163 0.83332 -1.9 4.2 -0.5
N -0.51194 -3.44339 1.31836 2.3 -0.1 -0.9
S 0.79587 1.25472 0.85858 1.3 -3.8 4.1
```
Positions in Å, forces in eV/Å.

As for the LUMO energy: 0.6 eV. The net charge is 0. The HOMO-LUMO gap comes out at 8.88 eV. For the molar mass, the calculation gives 205.326 g mol⁻¹. As for the energy above the lowest of the compared OMol25 structures with the same formula, charge and spin: 7.522 eV. The HOMO energy comes out at -8.29 eV.

---

(4)
Entry from the Open Molecules 2025 dataset: C4H5NO in the gas phase at a distorted geometry (the ωB97M-V functional and the def2-TZVPD basis).

XYZ file:
```
11
Properties=species:S:1:pos:R:3:forces:R:3
C -1.34208 -0.32611 -0.06722 -0.1 0.0 0.1
C 0.12271 0.09239 -0.21162 0.0 0.0 0.2
C 1.31665 -0.46098 0.48965 0.0 0.0 0.3
O 0.88456 -0.97013 -0.75069 0.2 0.0 -0.5
C 0.30785 1.50364 -0.58516 0.0 0.9 0.1
N 0.36484 2.66050 -0.53329 0.0 -1.2 -0.4
H -2.00806 0.45796 -0.42874 0.1 0.1 0.2
H -1.47795 -1.18387 -0.73182 0.0 0.1 0.2
H -1.67417 -0.62030 0.93217 0.3 0.1 0.0
H 2.30141 -0.01094 0.36349 -0.3 0.5 0.4
H 1.18820 -0.99224 1.42872 -0.2 -0.5 -0.3
```
Positions in Å, forces in eV/Å.

As for the LUMO energy: 0.8 eV. The net charge is 0. The HOMO-LUMO gap comes out at 11.96 eV. For the molar mass, the calculation gives 83.090 g mol⁻¹. As for the energy above the lowest of the compared OMol25 structures with the same formula, charge and spin: 2.097 eV. The HOMO energy comes out at -11.12 eV.

---

(5)
Entry from the Open Molecules 2025 dataset: C20H24N2O2 in the gas phase (the ωB97M-V functional and the def2-TZVPD basis).

XYZ file:
```
48
Properties=species:S:1:pos:R:3:forces:R:3
C -3.41268 -0.37424 -1.01810 -0.1 -0.1 0.1
C -3.04774 0.78556 -1.53300 0.0 0.2 -0.2
C -2.12978 1.00039 -2.70301 0.0 -0.1 -0.1
H -2.75956 1.05147 -3.60097 0.1 0.0 0.0
C -1.08878 -0.11817 -2.90399 -0.1 -0.1 -0.1
C -0.23402 -0.28639 -1.64037 -0.2 0.1 0.0
H -0.76203 -0.84290 -0.86670 0.1 -0.1 0.0
H 0.67478 -0.83620 -1.89096 0.0 -0.1 0.0
C 0.09037 1.12851 -1.13844 0.2 -0.2 0.1
N 0.06402 2.06164 -2.26939 0.3 0.4 0.3
C -1.33255 2.32678 -2.58133 -0.1 0.2 0.0
H -1.36412 2.89217 -3.51499 0.0 0.0 0.0
H -1.74690 2.96144 -1.79276 -0.1 0.0 -0.1
C 0.69802 1.48145 -3.45451 0.2 -0.1 -0.3
H 1.68732 1.12189 -3.17482 -0.1 0.1 -0.1
H 0.82130 2.28334 -4.18784 0.1 -0.1 0.0
C -0.14758 0.32795 -4.02614 -0.1 0.0 0.0
H -0.72527 0.65058 -4.89467 0.0 0.0 -0.1
H 0.49283 -0.49819 -4.33754 0.0 0.0 0.0
H -0.72170 1.43521 -0.47195 0.0 0.0 0.0
C 1.40991 1.27297 -0.31666 -0.4 0.1 0.3
C 1.77159 -0.03105 0.34769 0.5 0.0 -0.2
C 2.84363 -0.76167 -0.09775 -0.3 0.4 0.1
C 3.13836 -1.99754 0.50073 0.0 -0.2 0.0
N 2.43956 -2.52011 1.46682 0.4 -0.5 0.0
C 1.38408 -1.82601 1.93707 -0.3 0.5 -0.1
C 0.63274 -2.39602 2.98280 -0.1 0.1 0.0
C -0.45139 -1.75348 3.51103 -0.1 -0.1 0.1
C -0.82819 -0.48972 3.01738 0.2 0.3 -0.4
C -0.10599 0.09152 1.99649 -0.3 0.0 0.3
C 0.99951 -0.55402 1.42199 0.2 -0.5 0.2
H -0.41818 1.06552 1.65792 -0.1 0.1 -0.1
O -1.88593 0.23232 3.48393 0.2 0.1 -0.2
C -2.66900 -0.30242 4.52353 -0.1 -0.1 0.2
H -3.14306 -1.24421 4.22865 0.0 0.0 0.0
H -3.44066 0.44052 4.71993 0.0 -0.1 0.0
H -2.08075 -0.45893 5.43340 0.0 0.0 0.0
H -1.00765 -2.21770 4.31022 0.0 0.0 0.1
H 0.94302 -3.35998 3.35443 0.0 -0.1 0.0
H 3.98207 -2.58211 0.15568 0.1 0.0 -0.1
H 3.45453 -0.38495 -0.90177 0.1 0.0 -0.1
O 2.49312 1.71763 -1.09868 0.3 -0.1 -0.1
H 2.20063 2.52276 -1.54321 -0.1 0.0 0.0
H 1.22623 2.02381 0.47048 0.0 -0.1 -0.1
H -1.58143 -1.05633 -3.16862 0.0 0.0 0.0
H -3.45916 1.69727 -1.11456 -0.1 0.1 0.1
H -4.09266 -0.42627 -0.18460 -0.1 0.0 0.1
H -3.06252 -1.31874 -1.39759 0.2 -0.2 -0.1
```
Positions in Å, forces in eV/Å.

As for the LUMO energy: 0.4 eV. The net charge is 0. The HOMO-LUMO gap comes out at 8.50 eV. For the molar mass, the calculation gives 324.424 g mol⁻¹. As for the energy above the lowest of the compared OMol25 structures with the same formula, charge and spin: 2.886 eV. The HOMO energy comes out at -8.12 eV.

---

The lowest LUMO energy belongs to which entry? C33H40As3Cl2N4OSeTa

---

Which value of HOMO energy does entry 5 give? -8.12 eV

---

Please write out number 3 again, unchanged.
Entry from the Open Molecules 2025 dataset: a molecular structure, C12H15NS at a distorted geometry (the ωB97M-V functional and the def2-TZVPD basis).

XYZ file:
```
29
Properties=species:S:1:pos:R:3:forces:R:3
C -0.35101 -3.22123 2.74860 1.5 1.5 2.0
C -1.43689 -2.49289 0.74768 -0.8 -1.3 -2.6
C -1.06017 -1.03832 0.67012 -0.7 3.5 1.6
C 0.39290 -0.60536 0.75344 -2.0 -1.3 -0.1
C 0.38623 1.94435 -0.58011 1.3 -5.1 -2.1
C -0.09945 3.12628 -0.56092 -1.5 8.9 -1.8
C -0.52832 3.83311 -1.76787 0.7 -0.8 -1.6
C -0.61088 3.01966 -2.94456 -0.9 -0.8 -0.1
C -0.02804 1.71927 -2.87270 0.9 -2.7 -2.8
C 0.57590 1.22055 -1.75501 -1.2 -0.9 0.0
C 1.16044 -1.67683 0.87092 6.4 1.3 -2.2
C 0.81550 -3.24222 0.62394 -1.0 0.5 -2.3
H -1.24835 -3.41994 3.23408 -1.8 -1.5 0.7
H 0.51323 -3.73129 3.36130 -1.6 0.6 -1.9
H -0.35905 -2.13652 3.12037 1.0 -0.7 -1.1
H -2.42185 -2.73832 1.10685 -0.4 0.7 1.1
H -1.70559 -2.73550 -0.34140 1.2 -0.4 1.1
H -1.44208 -0.43883 1.54625 -0.7 -0.5 -1.0
H -1.42716 -0.64038 -0.28306 -0.4 0.2 0.4
H 0.11245 3.80056 0.27991 -0.7 -0.6 0.2
H -0.60133 4.98507 -1.96304 -0.4 -2.4 1.2
H -1.28396 3.18811 -3.86178 1.6 0.5 1.4
H 0.15829 0.79517 -3.75168 -1.3 3.5 1.8
H 0.87934 0.14369 -1.73018 0.2 1.3 0.0
H 2.25314 -1.18050 0.57086 -1.8 -2.3 1.4
H 0.55696 -3.05989 -0.68895 0.9 -1.5 3.9
H 1.56836 -4.32163 0.83332 -1.9 4.2 -0.5
N -0.51194 -3.44339 1.31836 2.3 -0.1 -0.9
S 0.79587 1.25472 0.85858 1.3 -3.8 4.1
```
Positions in Å, forces in eV/Å.

As for the LUMO energy: 0.6 eV. The net charge is 0. The HOMO-LUMO gap comes out at 8.88 eV. For the molar mass, the calculation gives 205.326 g mol⁻¹. As for the energy above the lowest of the compared OMol25 structures with the same formula, charge and spin: 7.522 eV. The HOMO energy comes out at -8.29 eV.